Entry 1:
This record from the OMol25 dataset describes one molecule with the formula C4H6N2OS in a non-equilibrium geometry. The level of theory is ωB97M-V/def2-TZVPD.

Its energy relative to the best compared isomer or geometry (same formula, charge and spin) is 4.0148 eV. The value obtained for the HOMO energy is -9.57 eV. The structure (SMILES) is OC1(CS)C=NN=C1. Its gap between HOMO and LUMO is 9.42 eV. Its multiplicity is 1. As for the lowest unoccupied orbital energy: -0.143 eV.

CARTESIAN COORDINATES (ANGSTROEM)
C  -1.210  0.642  0.232
C  0.267  0.339  -0.032
C  0.995  -0.401  1.051
C  0.610  -0.518  -1.188
H  -1.870  -1.781  0.651
H  -1.383  1.063  1.264
H  -1.439  1.543  -0.397
H  1.716  1.854  -0.572
H  0.949  -0.137  2.080
H  0.077  -0.436  -2.204
N  1.536  -1.503  0.583
N  1.326  -1.519  -0.903
O  0.721  1.643  -0.385
S  -2.294  -0.788  -0.180

Atomic partial charges in e from the Mulliken method, atoms 1 to 5: C -0.88; C 1.36; C -0.50; C -0.39; H 0.15



Entry 2:
This record from the OMol25 dataset describes an isolated ion of composition C10H14N and charge +1 in a non-equilibrium geometry. The level of theory is ωB97M-V/def2-TZVPD.

Its energy relative to the best compared isomer or geometry (same formula, charge and spin) is 0.2913 eV. The value obtained for the HOMO energy is -13.21 eV. The structure (SMILES) is Cc1cc[n+](C)c2c1CCC2. Its gap between HOMO and LUMO is 9.48 eV. The charge is +1. Its multiplicity is 1. As for the lowest unoccupied orbital energy: -3.730 eV.

CARTESIAN COORDINATES (ANGSTROEM)
C  -0.880  2.070  -0.501
C  0.496  2.106  -0.440
C  -0.834  -0.236  0.298
C  -1.583  0.807  -0.169
C  0.829  -0.113  0.132
C  -1.115  -1.611  0.686
C  1.440  -1.379  0.381
C  0.232  -2.367  0.337
C  -3.043  0.869  -0.318
C  2.738  1.258  -0.189
N  1.330  1.041  -0.175
H  -1.418  2.954  -0.872
H  1.138  3.004  -0.703
H  -1.333  -1.457  1.711
H  -1.878  -2.115  0.192
H  2.110  -1.584  -0.422
H  1.977  -1.310  1.294
H  0.415  -3.311  1.112
H  0.129  -2.762  -0.734
H  -3.503  1.534  0.390
H  -3.181  1.153  -1.324
H  -3.427  -0.088  -0.113
H  3.246  0.571  0.518
H  3.224  1.031  -1.252
H  2.861  2.250  0.161

Atomic partial charges in e from the Mulliken method, atoms 1 to 5: C -0.65; C -0.23; C 0.25; C 1.07; C 0.58



Entry 3:
This record from the OMol25 dataset describes a 2-piece molecular cluster, C2H6NO3 overall in a non-equilibrium geometry. The level of theory is ωB97M-V/def2-TZVPD.

Its energy relative to the best compared isomer or geometry (same formula, charge and spin) is 1.8457 eV. The value obtained for the HOMO energy is -3.74 eV. Its gap between HOMO and LUMO is 7.90 eV. The charge is -1. Its multiplicity is 1. As for the lowest unoccupied orbital energy: 4.161 eV.

CARTESIAN COORDINATES (ANGSTROEM)
O  1.743  -0.011  2.078
C  0.875  -0.069  1.232
N  0.533  -1.184  0.521
C  0.001  -1.025  -0.900
O  -0.151  0.251  -1.296
H  0.243  0.763  0.930
H  0.529  -2.129  0.868
H  -0.965  -1.578  -0.815
H  0.667  -1.509  -1.633
H  -0.921  1.462  -0.746
H  -1.235  2.629  0.336
O  -1.318  2.401  -0.576

Atomic partial charges in e from the Mulliken method, atoms 1 to 5: O -0.64; C 0.34; N -0.12; C -0.29; O -0.82



Entry 4:
This record from the OMol25 dataset describes C36H19Cl6F15GeO2SScSi as an isolated structure in a non-equilibrium geometry. The level of theory is ωB97M-V/def2-TZVPD.

Its energy relative to the best compared isomer or geometry (same formula, charge and spin) is 0.8234 eV. The value obtained for the HOMO energy is -6.25 eV. Its gap between HOMO and LUMO is 8.23 eV. The charge is -1. Its multiplicity is 1. As for the lowest unoccupied orbital energy: 1.980 eV.

CARTESIAN COORDINATES (ANGSTROEM)
Sc  0.338  0.066  -0.037
Cl  -4.371  5.032  -2.953
C  -3.244  3.766  -2.541
C  -3.075  3.412  -1.215
C  -2.176  2.406  -0.922
Cl  -1.888  1.935  0.728
C  -1.439  1.724  -1.897
O  -0.613  0.762  -1.565
C  -1.639  2.131  -3.221
Cl  -0.726  1.356  -4.469
C  -2.531  3.137  -3.546
H  -3.624  3.910  -0.429
H  -2.665  3.428  -4.578
C  3.200  1.652  -1.592
C  3.000  2.953  -0.811
C  1.681  3.640  -1.174
C  3.174  2.795  0.692
C  4.194  3.512  1.309
C  4.415  3.443  2.673
C  3.589  2.644  3.445
C  2.552  1.905  2.884
C  1.672  1.087  3.809
C  0.219  1.565  3.822
C  1.776  -0.414  3.575
C  2.360  1.978  1.495
O  1.345  1.276  0.934
H  3.278  1.853  -2.662
H  2.366  0.970  -1.468
H  4.097  1.126  -1.266
H  3.806  3.624  -1.124
H  0.826  3.027  -0.888
H  1.624  3.817  -2.250
H  1.587  4.599  -0.661
H  4.829  4.139  0.692
H  5.216  4.010  3.131
H  3.740  2.589  4.517
H  2.069  1.265  4.814
H  -0.271  1.386  2.866
H  0.165  2.636  4.031
H  -0.351  1.032  4.584
H  1.426  -0.706  2.584
H  1.171  -0.960  4.301
H  2.808  -0.747  3.663
F  -0.033  -4.781  -1.376
C  0.555  -4.966  -2.561
C  1.868  -4.561  -2.756
C  2.395  -4.778  -4.014
F  3.646  -4.393  -4.323
C  1.676  -5.384  -5.029
F  2.223  -5.584  -6.234
C  0.377  -5.785  -4.792
F  -0.325  -6.377  -5.761
C  -0.193  -5.577  -3.550
F  -1.448  -5.971  -3.326
Ge  2.707  -3.493  -1.318
S  1.647  -1.631  -1.440
C  4.636  -3.362  -1.739
C  5.370  -2.193  -1.848
F  4.822  -0.998  -1.623
C  6.717  -2.197  -2.178
F  7.401  -1.054  -2.280
C  7.364  -3.397  -2.396
F  8.662  -3.412  -2.710
C  6.668  -4.586  -2.279
F  7.297  -5.748  -2.486
C  5.328  -4.542  -1.953
F  4.685  -5.721  -1.862
C  2.874  -4.579  0.309
C  3.549  -3.984  1.356
F  4.050  -2.753  1.192
C  3.745  -4.598  2.576
F  4.403  -3.991  3.566
C  3.241  -5.872  2.762
F  3.415  -6.493  3.930
C  2.574  -6.509  1.734
F  2.111  -7.749  1.918
C  2.405  -5.861  0.523
F  1.773  -6.546  -0.438
Cl  -0.368  -3.440  1.945
Si  -1.359  -1.686  1.318
Cl  -3.002  -2.452  0.268
Cl  -2.237  -1.085  3.145

Atomic partial charges in e from the Mulliken method, atoms 1 to 5: Sc -0.18; Cl -0.24; C 0.52; C -0.93; C 0.85



Entry 5:
This record from the OMol25 dataset describes C50H34N10S2Zn as an isolated structure in a non-equilibrium geometry. The level of theory is ωB97M-V/def2-TZVPD.

The value obtained for the HOMO energy (alpha / beta) is -6.26 / -6.10 eV. Its gap between HOMO and LUMO (alpha / beta) is 4.67 / 4.50 eV. Its multiplicity is 1. As for the lowest unoccupied orbital energy (alpha / beta): -1.589 / -1.594 eV.

CARTESIAN COORDINATES (ANGSTROEM)
Zn  13.003  15.413  9.764
C  17.408  17.993  14.149
C  16.690  19.146  13.996
C  15.658  19.200  13.041
C  15.348  18.013  12.357
C  14.174  17.653  11.555
N  14.281  16.343  11.159
C  15.379  15.787  11.718
N  15.787  14.472  11.674
C  15.029  13.511  11.129
C  15.387  12.094  11.287
C  16.291  11.412  12.023
C  16.122  10.087  12.397
C  14.949  9.425  11.954
C  13.998  10.083  11.149
C  14.208  11.439  10.846
C  13.320  12.407  10.245
N  12.135  12.055  9.830
C  11.311  12.978  9.319
N  11.317  14.309  9.569
C  10.092  14.829  9.110
N  9.583  16.066  9.281
C  10.354  17.012  9.804
N  11.625  16.903  10.248
C  11.955  18.115  10.833
N  13.093  18.454  11.401
C  10.815  19.043  10.821
C  10.559  20.270  11.398
C  9.233  20.780  11.465
C  8.194  19.995  10.941
C  8.437  18.743  10.363
C  9.765  18.294  10.257
C  9.295  13.727  8.566
C  7.962  13.579  8.194
C  7.372  12.306  7.981
C  8.166  11.140  8.214
C  9.527  11.283  8.525
C  10.026  12.557  8.777
N  13.885  13.627  10.368
C  16.088  16.820  12.540
C  17.145  16.800  13.476
H  18.092  17.899  14.953
H  17.123  20.048  14.469
H  14.956  20.072  13.002
H  17.244  11.909  12.304
H  16.843  9.550  13.036
H  14.811  8.381  12.251
H  13.126  9.602  10.821
H  11.361  20.895  11.739
H  9.076  21.802  11.940
H  7.138  20.293  11.118
H  7.649  18.160  9.926
H  7.363  14.461  8.099
H  6.294  12.264  7.724
H  7.719  10.137  8.186
H  10.188  10.490  8.750
H  17.763  15.950  13.619
S  16.112  14.105  7.709
C  16.456  15.753  7.813
N  17.755  16.141  8.095
C  18.209  17.504  7.996
C  17.322  18.293  6.990
N  15.899  18.082  7.382
C  14.943  19.180  7.160
C  15.323  20.458  7.850
C  15.413  21.702  7.221
C  15.757  22.852  7.896
C  16.077  22.786  9.235
C  16.173  21.533  9.854
C  15.770  20.422  9.169
C  15.449  16.801  7.598
S  13.787  16.415  7.552
C  18.601  15.193  8.748
C  19.561  14.374  7.885
C  19.234  14.000  6.596
C  20.225  13.398  5.824
C  21.368  12.860  6.384
C  21.657  13.097  7.728
C  20.749  13.841  8.477
H  19.280  17.536  7.696
H  18.165  17.979  8.956
H  17.509  17.897  5.972
H  17.584  19.335  7.047
H  13.986  18.775  7.537
H  14.671  19.392  6.105
H  15.271  21.755  6.150
H  15.861  23.850  7.336
H  15.982  23.706  9.794
H  16.495  21.396  10.894
H  15.827  19.477  9.735
H  17.999  14.558  9.450
H  19.338  15.735  9.397
H  18.223  14.166  6.156
H  20.030  13.343  4.792
H  22.113  12.340  5.794
H  22.579  12.681  8.150
H  20.867  13.995  9.531

Atomic partial charges in e from the Mulliken method, atoms 1 to 5: Zn 0.19; C -0.62; C -0.70; C -0.32; C 0.70



Entry 6:
This record from the OMol25 dataset describes C41H35FNO3P2S2Sn as an isolated structure. The level of theory is ωB97M-V/def2-TZVPD.

Its energy relative to the best compared isomer or geometry (same formula, charge and spin) is 0.2362 eV. The value obtained for the HOMO energy is -10.00 eV. Its gap between HOMO and LUMO is 7.11 eV. The charge is +1. Its multiplicity is 1. As for the lowest unoccupied orbital energy: -2.896 eV.

CARTESIAN COORDINATES (ANGSTROEM)
Sn  -0.548  -0.917  -1.065
C  1.541  1.461  3.274
C  2.236  0.122  3.633
P  2.896  -0.731  2.207
C  3.392  -2.406  2.503
C  4.235  -2.723  3.570
C  4.664  -4.029  3.726
C  4.258  -5.006  2.826
C  3.410  -4.689  1.774
C  2.978  -3.384  1.596
C  4.029  0.226  1.243
C  5.296  0.499  1.767
C  6.193  1.234  1.013
C  5.832  1.680  -0.254
C  4.575  1.399  -0.772
C  3.664  0.666  -0.028
C  0.000  1.418  3.283
P  -0.803  1.226  1.603
C  -0.683  2.955  1.003
C  0.379  3.246  0.146
C  0.547  4.525  -0.367
C  -0.352  5.528  -0.032
C  -1.423  5.245  0.805
C  -1.596  3.963  1.311
C  -2.550  1.044  2.127
C  -3.366  0.218  1.351
C  -4.683  -0.036  1.709
C  -5.216  0.565  2.840
C  -4.427  1.412  3.606
C  -3.103  1.641  3.263
H  1.892  1.823  2.301
H  1.867  2.195  4.008
H  1.555  -0.576  4.125
H  3.077  0.290  4.314
H  4.547  -1.959  4.274
H  5.318  -4.282  4.551
H  4.608  -6.023  2.948
H  3.082  -5.453  1.082
H  2.322  -3.145  0.769
H  5.576  0.140  2.752
H  7.174  1.455  1.412
H  6.539  2.247  -0.847
H  4.294  1.743  -1.759
H  2.693  0.434  -0.446
H  -0.364  2.345  3.725
H  -0.365  0.590  3.896
H  1.065  2.456  -0.148
H  1.366  4.733  -1.045
H  -0.226  6.525  -0.436
H  -2.133  6.023  1.059
H  -2.453  3.752  1.938
H  -2.974  -0.229  0.448
H  -5.286  -0.704  1.107
H  -6.243  0.372  3.122
H  -4.846  1.899  4.479
H  -2.505  2.289  3.891
S  1.103  -0.166  -2.930
C  -0.218  0.917  -3.192
N  -1.071  1.177  -2.233
C  -2.046  2.085  -2.639
C  -3.053  2.622  -1.840
C  -3.915  3.548  -2.395
C  -3.797  3.932  -3.734
C  -2.795  3.416  -4.536
C  -1.917  2.499  -3.969
S  -0.536  1.718  -4.694
H  -3.132  2.319  -0.802
H  -4.697  3.982  -1.785
H  -4.497  4.647  -4.148
H  -2.694  3.710  -5.572
O  -3.255  -2.902  -4.579
C  -2.627  -4.066  -4.351
C  -2.937  -5.134  -5.196
C  -2.341  -6.363  -5.015
C  -1.406  -6.561  -3.996
C  -1.086  -5.512  -3.165
C  -1.684  -4.256  -3.323
C  -1.272  -3.154  -2.435
O  -1.871  -2.006  -2.532
O  -0.342  -3.284  -1.605
H  -2.947  -2.260  -3.912
H  -3.662  -4.962  -5.982
H  -2.609  -7.186  -5.666
H  -0.939  -7.528  -3.868
H  -0.366  -5.636  -2.367
F  1.656  -0.887  1.281

Atomic partial charges in e from the Mulliken method, atoms 1 to 5: Sn 0.88; C -0.92; C -0.75; P 0.49; C 0.75



Entry 7:
This record from the OMol25 dataset describes Cl3Cu2FO12 as an isolated structure in a non-equilibrium geometry. The level of theory is ωB97M-V/def2-TZVPD.

The value obtained for the HOMO energy (alpha / beta) is -6.89 / -6.79 eV. Its gap between HOMO and LUMO (alpha / beta) is 7.01 / 2.81 eV. The charge is -1. Its multiplicity is 2. Its expectation value of S² is 0.76. As for the lowest unoccupied orbital energy (alpha / beta): 0.124 / -3.971 eV.

CARTESIAN COORDINATES (ANGSTROEM)
Cu  0.325  0.533  -0.534
Cu  -0.105  -2.399  -0.264
F  2.011  -1.305  0.044
Cl  1.859  2.556  2.220
O  0.853  1.703  1.558
O  2.841  3.157  1.249
O  1.054  3.291  3.050
O  2.668  1.941  3.121
Cl  0.113  -0.864  -4.225
O  -0.951  -1.499  -4.706
O  -0.167  0.124  -3.224
O  1.257  -1.520  -3.601
O  0.664  -0.192  -5.381
Cl  -2.490  -1.064  2.068
O  -3.730  -0.460  2.754
O  -2.622  -2.320  1.405
O  -1.802  -0.124  1.309
O  -1.779  -1.556  3.158

Atomic partial charges in e from the Mulliken method, atoms 1 to 5: Cu 0.91; Cu 0.80; F -0.70; Cl 1.66; O -0.38



Entry 8:
This record from the OMol25 dataset describes C6H19N4P2 as an isolated structure in a non-equilibrium geometry. The level of theory is ωB97M-V/def2-TZVPD.

Its energy relative to the best compared isomer or geometry (same formula, charge and spin) is 0.7021 eV. The value obtained for the HOMO energy is -12.46 eV. Its gap between HOMO and LUMO is 7.28 eV. The charge is +1. Its multiplicity is 1. As for the lowest unoccupied orbital energy: -5.182 eV.

CARTESIAN COORDINATES (ANGSTROEM)
C  2.224  0.665  1.609
C  0.159  -0.473  2.172
C  -1.061  -2.146  -0.453
C  1.294  -2.014  -1.202
C  -1.732  2.111  0.389
C  -2.417  0.640  -1.216
N  1.097  1.108  -1.656
N  0.779  0.577  1.390
N  0.048  -1.269  -0.906
N  -1.401  0.787  -0.245
P  2.259  2.065  -1.259
P  0.191  0.335  -0.468
H  2.767  -0.320  1.343
H  2.785  1.549  1.098
H  2.350  0.803  2.803
H  0.752  -1.380  2.330
H  0.060  0.099  3.170
H  -0.757  -0.715  1.680
H  -1.492  -2.611  -1.446
H  -0.464  -2.969  0.143
H  -1.804  -1.582  0.079
H  2.088  -1.323  -1.484
H  1.711  -2.511  -0.281
H  1.023  -2.618  -2.152
H  -0.880  2.505  0.883
H  -1.871  2.874  -0.388
H  -2.446  1.842  1.139
H  -2.300  -0.350  -1.756
H  -3.364  0.675  -0.707
H  -2.323  1.324  -2.035
H  2.723  2.323  -2.575

Atomic partial charges in e from the Mulliken method, atoms 1 to 5: C -0.77; C -0.99; C -1.07; C -1.02; C -1.13